--- a ---
C3H13NO3 | ωB97M-V/def2-TZVPD

The value obtained for the molar mass is 111.14 g mol⁻¹. As for the structure (SMILES): C/C=C/N.O.O.O. As for the gap between HOMO and LUMO: 8.56 eV. The spin multiplicity is 1.

XYZ file:
```
20
Properties=species:S:1:pos:R:3:nbo_charge:R:1
C 2.7313 -1.2089 -1.7446 -0.6388
C 1.5530 -0.6549 -0.9674 -0.2845
C 0.1995 -0.9323 -1.3851 -0.0217
N -1.0083 -0.6989 -0.7858 -0.8647
H 3.0862 -2.1482 -1.2262 0.2111
H 3.5804 -0.4935 -1.8594 0.2161
H 2.3494 -1.4992 -2.7134 0.2058
H 1.7644 -0.1433 0.0949 0.1981
H 0.2480 -1.5198 -2.3415 0.1805
H -1.7519 -1.0494 -1.3168 0.3787
H -1.3481 0.1876 -0.4256 0.4253
O -2.6264 1.6572 0.4006 -0.9429
H -2.5114 2.2638 1.1268 0.4903
H -2.4034 2.2183 -0.3141 0.4618
O -0.6139 -0.4073 1.9688 -0.9864
H -0.4521 -0.9332 1.1138 0.5080
H -1.4483 -0.8135 2.2962 0.4781
O -0.6997 2.1960 2.9891 -0.9787
H -0.0723 2.7128 2.3847 0.4619
H -0.5767 1.2669 2.7048 0.5020
```


--- b ---
C3H13NO3 | ωB97M-V/def2-TZVPD

The value obtained for the molar mass is 111.14 g mol⁻¹. As for the structure (SMILES): C=CCN.O.O.O. As for the gap between HOMO and LUMO: 9.68 eV. The spin multiplicity is 1.

XYZ file:
```
20
Properties=species:S:1:pos:R:3:nbo_charge:R:1
C 1.9938 1.0821 -0.3458 -0.4187
C 1.6529 0.5745 -1.5519 -0.1906
C 0.1723 0.5256 -1.8985 -0.2661
N -0.7948 1.4076 -1.3467 -0.8067
H 3.0438 1.2972 -0.0659 0.1936
H 1.3164 1.1518 0.4299 0.2005
H 2.1178 0.2594 -2.4006 0.2007
H 0.1727 0.4300 -3.0716 0.1778
H -0.2175 -0.5350 -1.7052 0.2086
H -0.9425 1.1444 -0.4164 0.3384
H -0.4765 2.3436 -1.2951 0.3545
O -0.8186 -2.6571 -0.1709 -0.9307
H -0.1055 -2.1861 0.0944 0.4660
H -0.6407 -3.3155 -0.7413 0.4677
O -2.7463 -0.2499 1.6667 -0.9211
H -1.7858 -0.5699 1.6764 0.4672
H -2.6106 0.3948 0.9787 0.4557
O 1.0405 -0.0360 2.5903 -0.9528
H 1.9192 -0.4691 2.6872 0.4762
H 1.0541 0.6523 3.3448 0.4799
```


a is the most stable structure; the next one sits 1.136 eV above it.


--- a ---
C3H13NO3 | ωB97M-V/def2-TZVPD

The value obtained for the molar mass is 111.14 g mol⁻¹. As for the structure (SMILES): CCNCO.O.O. As for the gap between HOMO and LUMO: 10.36 eV. The spin multiplicity is 1.

XYZ file:
```
20
Properties=species:S:1:pos:R:3:nbo_charge:R:1
C -1.5589 -2.1171 0.8123 -0.6522
C -0.8159 -2.5916 -0.5015 -0.2255
N 0.4241 -1.7182 -0.7123 -0.6349
C 0.2040 -0.3055 -0.2784 0.0685
O 1.2908 0.3967 -0.9218 -0.7382
H -2.3463 -2.7560 1.2914 0.2227
H -2.1600 -1.2350 0.6004 0.2113
H -0.8009 -2.0314 1.5719 0.2061
H -0.3390 -3.5823 -0.4423 0.1971
H -1.4450 -2.5725 -1.3886 0.1920
H 1.1144 -2.1450 -0.0754 0.3510
H 0.4412 -0.2550 0.8106 0.1575
H -0.8474 -0.0553 -0.3299 0.1798
H 1.2212 0.2003 -1.8617 0.4855
O 2.0269 3.0989 -0.2466 -1.0052
H 1.6144 2.2112 -0.4854 0.5170
H 2.7405 3.0475 0.3910 0.4816
O -0.5902 3.9516 0.4713 -0.9676
H 0.2966 3.8926 0.0873 0.4935
H -0.4706 4.5662 1.2078 0.4598
```


--- b ---
C3H13NO3 | ωB97M-V/def2-TZVPD

The value obtained for the molar mass is 111.14 g mol⁻¹. As for the structure (SMILES): C[C@H](O)CN.O.O. As for the gap between HOMO and LUMO: 10.81 eV. The spin multiplicity is 1.

XYZ file:
```
20
Properties=species:S:1:pos:R:3:nbo_charge:R:1
C -0.0457 -0.2925 2.2354 -0.6302
C 0.2618 0.0033 0.8145 0.0661
O 0.0184 1.4257 0.7045 -0.7555
C -0.6267 -0.7511 -0.1402 -0.2299
N -0.0110 -0.7928 -1.5013 -0.8670
H 0.6958 0.1042 2.9565 0.2271
H -1.0156 0.0947 2.5044 0.2191
H -0.0981 -1.3362 2.5312 0.2152
H 1.3171 -0.1518 0.5360 0.1953
H 0.4425 1.8240 -0.0696 0.4730
H -0.7114 -1.7305 0.2530 0.1975
H -1.7458 -0.2952 -0.1624 0.1819
H -0.0028 0.0762 -1.9915 0.3695
H -0.6028 -1.4099 -2.1217 0.3702
O -2.0372 2.5847 -0.6903 -1.0026
H -2.8970 2.1620 -0.5407 0.4886
H -1.3062 2.5446 -0.0686 0.5039
O 2.5391 -2.2017 -1.1197 -0.9671
H 1.8041 -1.5974 -1.3034 0.4883
H 2.0736 -3.0326 -0.9408 0.4566
```


b is the most stable structure; the next one sits 0.399 eV above it.


--- a ---
C3H13NO3 | ωB97M-V/def2-TZVPD

The value obtained for the molar mass is 111.14 g mol⁻¹. As for the structure (SMILES): C=CNC.O.O.O. As for the gap between HOMO and LUMO: 8.19 eV. The spin multiplicity is 1.

XYZ file:
```
20
Properties=species:S:1:pos:R:3:nbo_charge:R:1
C -0.6847 1.9310 -0.2040 -0.5841
C -0.9608 1.1673 0.8630 0.0313
N -1.0555 -0.1925 0.8155 -0.6275
C -1.4945 -1.0250 1.8974 -0.4119
H -0.6116 1.6285 -1.2356 0.1948
H -0.7841 3.0078 -0.1355 0.2008
H -1.0230 1.6241 1.8348 0.1927
H -0.9408 -0.6786 -0.0614 0.4105
H -2.5537 -1.2533 1.7775 0.1848
H -0.9507 -1.9781 1.9562 0.1958
H -1.2602 -0.7041 2.9151 0.2026
O -0.3074 -1.3623 -2.0993 -0.9652
H 0.4291 -1.8191 -2.4671 0.4814
H -0.6495 -0.7585 -2.7681 0.4928
O 3.5578 -0.9967 1.3628 -0.9297
H 2.7219 -1.2773 0.9705 0.4650
H 3.2413 -0.5978 2.1763 0.4650
O 0.9288 0.9740 -2.8691 -0.9524
H 0.8860 0.5974 -1.9931 0.4800
H 1.5116 1.7131 -2.7360 0.4736
```


--- b ---
C3H13NO3 | ωB97M-V/def2-TZVPD

The value obtained for the molar mass is 111.14 g mol⁻¹. As for the structure (SMILES): NCCCO.O.O. As for the gap between HOMO and LUMO: 9.83 eV. The spin multiplicity is 1.

XYZ file:
```
20
Properties=species:S:1:pos:R:3:nbo_charge:R:1
N -2.9775 -1.2891 -0.3922 -0.8355
C -1.7741 -0.5235 -0.1329 -0.2137
C -0.5428 -1.0853 -0.8232 -0.4504
C 0.4937 -1.6484 0.1132 -0.0682
O 1.1238 -0.6448 0.9181 -0.7219
H -3.7519 -0.8921 0.1406 0.3518
H -2.9957 -2.2461 -0.0450 0.3504
H -2.0112 0.5277 -0.3115 0.1908
H -1.5343 -0.5055 0.9508 0.1593
H -0.0759 -0.3079 -1.4247 0.2156
H -0.8990 -1.8469 -1.5243 0.2195
H 1.2155 -2.2816 -0.4190 0.1694
H 0.0450 -2.3818 0.7894 0.1660
H 1.9170 -0.4381 0.4106 0.4664
O 1.4269 3.0701 1.1501 -0.9677
H 0.9477 3.5862 1.8068 0.4799
H 0.8229 2.4084 0.7865 0.4905
O 2.7390 2.0594 -1.0336 -0.9530
H 3.2603 1.5542 -0.4003 0.4603
H 2.5705 2.8852 -0.5593 0.4906
```


--- c ---
C3H13NO3 | ωB97M-V/def2-TZVPD

The value obtained for the molar mass is 111.14 g mol⁻¹. As for the structure (SMILES): CNCCO.O.O. As for the gap between HOMO and LUMO: 9.91 eV. The spin multiplicity is 1.

XYZ file:
```
20
Properties=species:S:1:pos:R:3:nbo_charge:R:1
C 1.5176 -2.2645 -0.5004 -0.4019
N 0.7897 -1.0119 -0.4451 -0.6677
C 0.8028 -0.0395 -1.4744 -0.2453
C -0.4460 0.8317 -1.5724 -0.0594
O -0.6072 1.7575 -0.5152 -0.7344
H 1.4656 -2.7451 0.4842 0.2007
H 2.5700 -2.0619 -0.7206 0.1962
H 1.1333 -2.9741 -1.2453 0.1732
H -0.1198 -1.2141 -0.0546 0.3756
H 1.7407 0.5472 -1.5284 0.1877
H 0.8408 -0.4543 -2.5047 0.1722
H -0.3469 1.3647 -2.5259 0.1760
H -1.2632 0.0804 -1.5735 0.1635
H 0.1710 1.6339 0.0457 0.4899
O 0.9309 0.3556 1.9767 -0.9837
H 1.1826 -0.3574 1.3392 0.4880
H 0.5980 -0.0854 2.7624 0.4713
O -2.7215 0.4005 1.8301 -0.9476
H -3.1769 1.0257 2.3991 0.4630
H -2.2041 1.0077 1.2837 0.4828
```


b is the most stable structure; the next one sits 0.114 eV above it.


--- a ---
C34H27BrN7O6V | ωB97M-V/def2-TZVPD

The value obtained for the molar mass is 760.48 g mol⁻¹. As for the gap between HOMO and LUMO (spin up / spin down): 6.68 / 7.16 eV. The spin multiplicity is 2. The total charge is +1.

XYZ file:
```
76
Properties=species:S:1:pos:R:3:lowdin_spin:R:1
V 0.6814 0.4509 1.5897 0.9873
O 2.1482 2.0600 -3.7493 0.0000
C 3.1846 1.7017 -2.9409 -0.0002
C 4.4730 2.0059 -3.3564 -0.0001
C 5.5530 1.6766 -2.5556 0.0000
C 5.3618 1.0357 -1.3389 0.0000
C 4.0745 0.7406 -0.9193 -0.0002
C 2.9783 1.0746 -1.7081 -0.0012
C 1.5617 0.8326 -1.2470 -0.0028
O 1.5560 0.3498 0.0915 -0.0351
N 0.8953 -0.0216 -2.1884 -0.0019
N -0.4623 -0.1422 -1.9867 -0.0001
C -1.0676 -1.0264 -2.6677 -0.0001
C -2.4937 -1.2801 -2.5091 0.0000
Br -3.3405 -0.4329 -1.0274 0.0000
C -3.2169 -2.1009 -3.2748 0.0000
C -2.7413 -2.7675 -4.5020 0.0000
C -2.0013 -2.0850 -5.4693 0.0000
C -1.5751 -2.7351 -6.6174 0.0000
C -1.8890 -4.0718 -6.8162 0.0000
C -2.6471 -4.7516 -5.8721 0.0000
C -3.0803 -4.1011 -4.7294 0.0000
H 1.3967 1.4778 -3.5612 0.0000
H 4.6062 2.4946 -4.3122 0.0000
H 6.5546 1.9144 -2.8888 0.0000
H 6.2074 0.7700 -0.7196 0.0000
H 3.9091 0.2538 0.0324 -0.0001
H 0.9919 1.7682 -1.2518 -0.0007
H 1.3990 -0.8799 -2.4013 0.0000
H -0.5413 -1.6795 -3.3675 0.0000
H -4.2387 -2.3052 -2.9761 0.0000
H -1.7981 -1.0292 -5.3381 0.0000
H -1.0125 -2.1919 -7.3651 0.0000
H -1.5607 -4.5779 -7.7140 0.0000
H -2.9084 -5.7890 -6.0329 0.0000
H -3.6817 -4.6307 -4.0000 0.0000
O 1.1357 -1.5866 4.9645 0.0009
C 1.1124 -1.3002 3.8011 0.0022
N 1.6532 -0.1770 3.1701 -0.0076
C 2.4978 0.6909 3.8685 0.0010
O 3.1079 0.4651 4.8743 -0.0006
C 2.5936 2.0167 3.1577 0.0008
C 3.4954 2.9853 3.5429 -0.0006
C 3.5279 4.1731 2.8294 0.0010
C 2.6571 4.3459 1.7629 0.0004
C 1.7815 3.3278 1.4396 0.0033
N 1.7542 2.1817 2.1263 0.0053
C 0.3892 -2.1683 2.7961 0.0001
C 0.0273 -3.4630 3.0917 -0.0002
C -0.6074 -4.2103 2.1097 0.0008
C -0.8657 -3.6246 0.8806 0.0009
C -0.4897 -2.3107 0.6688 0.0058
N 0.1332 -1.5973 1.6080 0.0112
H 4.1436 2.7858 4.3846 -0.0001
H 4.2242 4.9552 3.1001 0.0001
H 2.6542 5.2578 1.1836 0.0001
H 1.0833 3.4195 0.6184 0.0000
H 0.2546 -3.8535 4.0737 0.0000
H -0.8973 -5.2345 2.3019 0.0001
H -1.3638 -4.1680 0.0902 0.0001
H -0.7027 -1.8013 -0.2583 0.0005
O -0.6187 1.6528 0.6587 0.0085
N -1.7182 1.9597 1.2380 -0.0142
N -1.7919 1.4552 2.3862 0.0168
O -0.7840 0.7150 2.8202 0.0121
C -2.9187 1.6850 3.2515 -0.0010
C -3.8410 2.6708 2.9331 0.0025
C -4.9170 2.8597 3.7806 -0.0005
C -5.0581 2.0819 4.9249 0.0031
C -4.1181 1.1082 5.2248 -0.0004
C -3.0349 0.9003 4.3847 0.0026
H -3.7167 3.2723 2.0444 0.0001
H -5.6458 3.6240 3.5492 -0.0001
H -5.9003 2.2411 5.5842 0.0002
H -4.2226 0.5060 6.1166 -0.0001
H -2.2894 0.1508 4.6072 0.0002
```


--- b ---
C34H27BrN7O6V | ωB97M-V/def2-TZVPD

The value obtained for the molar mass is 760.48 g mol⁻¹. As for the gap between HOMO and LUMO (spin up / spin down): 6.47 / 6.55 eV. The spin multiplicity is 2. The total charge is +1.

XYZ file:
```
76
Properties=species:S:1:pos:R:3:lowdin_spin:R:1
V 0.3853 1.6262 -0.3509 0.9817
O -2.9807 1.3083 -2.3238 -0.0006
C -2.9691 0.0358 -2.7861 -0.0001
C -3.9086 -0.3223 -3.7555 -0.0001
C -3.9463 -1.6064 -4.2569 0.0000
C -3.0439 -2.5581 -3.8052 -0.0001
C -2.1113 -2.2122 -2.8502 -0.0002
C -2.0679 -0.9244 -2.3250 -0.0013
C -1.0598 -0.6335 -1.2261 -0.0038
O -0.6408 0.6390 -1.0796 -0.0351
N -1.6369 -1.0418 0.0544 -0.0004
N -1.1627 -0.4187 1.1367 0.0034
C -1.3213 -0.9529 2.2885 -0.0001
C -1.0164 -0.2838 3.5155 0.0001
Br -0.7036 1.6060 3.3937 -0.0001
C -1.0120 -0.8305 4.7456 -0.0004
C -1.1045 -2.2392 5.0702 0.0000
C -1.7324 -2.6213 6.2604 -0.0001
C -1.8236 -3.9544 6.6050 0.0000
C -1.2684 -4.9270 5.7878 -0.0001
C -0.6126 -4.5566 4.6241 0.0000
C -0.5363 -3.2262 4.2600 0.0000
H -2.2232 1.4605 -1.7359 0.0000
H -4.6047 0.4279 -4.0948 0.0000
H -4.6754 -1.8722 -5.0074 0.0000
H -3.0707 -3.5626 -4.1937 0.0000
H -1.4105 -2.9502 -2.4885 0.0000
H -0.1373 -1.2202 -1.4436 -0.0016
H -1.8971 -2.0261 0.1363 0.0000
H -1.7753 -1.9444 2.3962 0.0001
H -0.9188 -0.1592 5.5872 0.0000
H -2.1564 -1.8635 6.9023 0.0000
H -2.3141 -4.2371 7.5227 0.0000
H -1.3199 -5.9659 6.0735 0.0000
H -0.1456 -5.3085 4.0057 0.0000
H 0.0159 -2.9352 3.3751 0.0000
O 3.2420 1.8377 2.5087 0.0010
C 2.5773 1.3519 1.6234 0.0000
N 1.6107 2.0113 0.9139 -0.0121
C 1.5959 3.3981 1.0265 0.0011
O 2.5650 4.1085 1.0423 0.0078
C 0.1827 3.8663 1.0836 0.0099
C -0.1848 5.0894 1.6202 -0.0018
C -1.5349 5.4015 1.6709 0.0136
C -2.4421 4.4663 1.1873 -0.0032
C -1.9854 3.2649 0.6637 0.0116
N -0.6907 2.9685 0.6094 -0.0074
C 2.7267 -0.0937 1.2520 0.0004
C 3.8569 -0.7635 1.7183 0.0002
C 4.0183 -2.0984 1.3970 -0.0004
C 3.0234 -2.7157 0.6546 0.0005
C 1.9245 -1.9661 0.2555 0.0016
N 1.7776 -0.6776 0.5310 0.0182
H 0.5873 5.7454 1.9963 -0.0003
H -1.8668 6.3462 2.0765 0.0007
H -3.5008 4.6677 1.2141 -0.0005
H -2.6795 2.5130 0.3049 0.0004
H 4.5696 -0.2144 2.3133 0.0000
H 4.8849 -2.6472 1.7342 0.0000
H 3.0948 -3.7587 0.3887 0.0001
H 1.1238 -2.4459 -0.2928 0.0001
O 0.5741 3.0728 -1.5069 -0.0006
N 1.1675 2.8903 -2.6295 0.0003
N 1.7397 1.7777 -2.7519 0.0040
O 1.7832 0.9218 -1.7893 0.0119
C 2.2390 1.4406 -4.0320 0.0002
C 2.7268 2.4444 -4.8608 0.0002
C 3.0794 2.1281 -6.1593 -0.0001
C 2.9267 0.8304 -6.6286 0.0005
C 2.4742 -0.1701 -5.7815 0.0000
C 2.1340 0.1267 -4.4732 0.0007
H 2.8266 3.4523 -4.4921 0.0000
H 3.4675 2.9024 -6.8028 0.0000
H 3.1577 0.5999 -7.6574 0.0000
H 2.3714 -1.1836 -6.1388 0.0000
H 1.7627 -0.6382 -3.8071 0.0001
```


a is the most stable structure; the next one sits 2.692 eV above it.


--- a ---
C3H8N | ωB97M-V/def2-TZVPD

The value obtained for the molar mass is 58.10 g mol⁻¹. As for the structure (SMILES): C=C(C)[NH3+]. As for the gap between HOMO and LUMO: 11.43 eV. The spin multiplicity is 1. The total charge is +1.

XYZ file:
```
12
Properties=species:S:1:pos:R:3:nbo_charge:R:1
C -1.2498 0.1174 -0.8431 -0.3934
C -0.1033 0.0109 -0.2261 0.1534
C 1.0028 -0.9857 -0.3232 -0.6809
N 0.0381 0.8946 1.0505 -0.7103
H -2.2319 0.5101 -0.5435 0.2479
H -1.5960 -0.3453 -1.7655 0.2637
H 1.7319 -0.6158 -1.0393 0.2595
H 1.5027 -1.2024 0.6258 0.2378
H 0.5889 -1.9357 -0.6527 0.2712
H 0.4472 1.6930 0.5517 0.4493
H 0.6952 0.5645 1.7513 0.4500
H -0.8257 1.2943 1.4141 0.4518
```


--- b ---
C3H8N | ωB97M-V/def2-TZVPD

The value obtained for the molar mass is 58.10 g mol⁻¹. As for the gap between HOMO and LUMO: 10.96 eV. The spin multiplicity is 1. The total charge is +1.

XYZ file:
```
12
Properties=species:S:1:pos:R:3:nbo_charge:R:1
C 1.8464 -0.3173 0.1764 -0.3832
C 1.0192 0.4395 -0.4934 -0.2086
C -0.6485 0.6006 0.4098 -0.2855
N -1.5840 -0.4484 -0.2197 -0.7033
H 2.9727 -0.5165 -0.0563 0.2526
H 1.5995 -1.0529 1.0094 0.2190
H 1.0857 1.1394 -1.3133 0.2379
H -0.8597 1.6837 0.2560 0.2543
H -0.3031 0.4212 1.3669 0.2318
H -1.5379 -1.3549 0.3297 0.4678
H -1.1437 -0.6120 -1.1828 0.4692
H -2.4466 0.0175 -0.2829 0.4482
```


a is the most stable structure; the next one sits 1.430 eV above it.


--- a ---
ClH2N2O | ωB97M-V/def2-TZVPD

The value obtained for the molar mass is 81.48 g mol⁻¹. As for the gap between HOMO and LUMO (spin up / spin down): 8.04 / 9.19 eV. The spin multiplicity is 1. The total charge is -1.

XYZ file:
```
6
Properties=species:S:1:pos:R:3:nbo_charge:R:1
N 0.2150 0.2515 -0.2171 0.0481
N 0.7967 -0.6742 1.0956 -0.5231
O 0.3465 1.5128 -0.2601 -0.4027
Cl -1.9309 -0.7468 -1.6206 -0.7554
H -0.5646 -0.2609 -0.8161 0.3616
H 1.1374 -0.0823 1.8183 0.2716
```


--- b ---
ClH2N2O | ωB97M-V/def2-TZVPD

The value obtained for the molar mass is 81.48 g mol⁻¹. As for the gap between HOMO and LUMO: 7.77 eV. The spin multiplicity is 1. The total charge is -1.

XYZ file:
```
6
Properties=species:S:1:pos:R:3:nbo_charge:R:1
N -0.0229 -0.3993 0.0325 -0.6944
N 0.9834 0.0628 1.1646 0.2483
O 2.1789 -0.0153 0.8583 -0.3700
Cl -2.3644 0.7726 -1.3344 -0.9689
H -0.9519 -0.2584 0.2171 0.4003
H 0.1769 -0.1623 -0.9381 0.3846
```


b is the most stable structure; the next one sits 2.038 eV above it.